C22H22F21O5PS | ωB97M-V/def2-TZVPD

Element x y z (Å)
O: -4.315 -4.404 -6.052
S: -3.212 -3.621 -5.614
O: -3.071 -2.340 -6.221
O: -1.861 -4.466 -5.937
C: -3.208 -3.479 -3.830
C: -4.234 -2.460 -3.300
C: -3.941 -1.934 -1.877
C: -3.405 -3.001 -0.870
P: -1.882 -2.544 0.093
C: -0.373 -2.532 -1.036
F: -0.386 -3.522 -1.977
F: 0.704 -2.789 -0.226
C: -0.141 -1.138 -1.616
C: 0.698 -0.294 -0.923
C: 0.930 1.026 -1.379
C: 0.300 1.456 -2.515
C: -0.522 0.606 -3.233
C: -1.240 1.048 -4.491
F: -1.973 0.071 -5.039
F: -2.132 2.027 -4.139
F: -0.428 1.568 -5.421
C: -0.725 -0.667 -2.781
H: -1.359 -4.510 -5.106
H: -2.200 -3.231 -3.479
H: -3.494 -4.469 -3.448
H: -4.189 -1.588 -3.973
H: -5.264 -2.822 -3.396
H: -3.289 -1.053 -1.870
H: -4.898 -1.570 -1.479
H: -4.167 -3.147 -0.093
H: -3.227 -3.989 -1.308
H: -2.029 -1.198 0.487
H: 1.202 -0.583 -0.008
H: 1.575 1.682 -0.805
H: 0.434 2.469 -2.893
H: -1.369 -1.339 -3.344
F: -0.050 1.183 3.116
C: -0.706 0.038 3.373
F: -0.542 -0.760 2.291
C: -2.202 0.255 3.619
F: -2.806 0.705 2.496
F: -2.730 -0.976 3.871
C: -2.607 1.154 4.804
O: -2.933 2.518 4.542
C: -1.939 3.481 4.459
F: -0.766 2.993 4.908
F: -2.290 4.470 5.308
C: -1.825 4.086 3.055
F: -1.598 3.141 2.124
F: -0.789 4.956 3.015
H: -0.234 -0.449 4.231
H: -3.545 0.735 5.168
H: -1.912 1.063 5.639
H: -2.745 4.614 2.792
F: 5.620 -0.667 1.933
C: 4.291 -0.471 1.893
F: 3.777 -1.412 1.066
C: 3.915 0.920 1.374
F: 4.277 1.067 0.082
F: 2.550 0.980 1.399
C: 4.417 2.136 2.179
O: 5.593 2.810 1.734
C: 6.852 2.355 2.095
F: 6.762 1.433 3.071
F: 7.503 3.411 2.627
C: 7.662 1.861 0.891
F: 7.018 0.885 0.226
F: 8.844 1.357 1.312
H: 3.881 -0.635 2.894
H: 3.637 2.890 2.067
H: 4.458 1.926 3.248
H: 7.852 2.683 0.197

Computed properties:
HOMO-LUMO gap	0.32690	Ha
SMILES	O=S(=O)(O)CCCCPC(F)(F)c1cccc(C(F)(F)F)c1.FC(F)C(F)(F)COC(F)(F)C(F)F.FC(F)C(F)(F)COC(F)(F)C(F)F
charge	0

Here are the Löwdin charges for atoms 1 to 2, given in e: number 1, O, carries -0.267; number 2, S, carries 0.592

=====

C6H14NO | ωB97M-V/def2-TZVPD

Element x y z (Å)
C: -1.361 -0.177 -0.660
C: -1.311 0.846 0.421
C: -1.439 2.297 0.023
O: -2.653 2.649 -0.447
C: 0.052 -0.444 -1.249
N: 0.708 -1.410 -0.430
C: 2.052 -0.996 -0.087
C: 2.575 -1.811 1.099
H: -2.018 0.202 -1.452
H: -1.785 -1.101 -0.269
H: -2.514 0.752 1.021
H: -0.594 0.611 1.212
H: -1.099 3.009 0.805
H: -0.672 2.316 -0.795
H: 0.507 0.537 -1.457
H: -0.140 -0.849 -2.265
H: -3.197 0.410 1.280
H: 2.176 0.097 0.134
H: 2.675 -1.041 -1.003
H: 1.811 -1.799 1.874
H: 2.779 -2.829 0.777
H: 3.448 -1.269 1.468

Computed properties:
HOMO-LUMO gap	0.16325	Ha
charge	-1
relative energy (zero: lowest compared OMol25 entry of this formula, charge and spin)	144.56	kcal per mole

Here are the Löwdin charges for atoms 1 to 2, given in e: number 1, C, carries -0.229; number 2, C, carries -0.156

=====

C2O3 | ωB97M-V/def2-TZVPD

Element x y z (Å)
C: 0.320 -1.976 0.165
C: 0.065 1.251 -0.330
O: -0.586 -1.757 0.781
O: 0.067 2.199 0.319
O: 0.134 0.284 -0.935

Computed properties:
HOMO-LUMO gap	0.48927	Ha
charge	0
relative energy (zero: lowest compared OMol25 entry of this formula, charge and spin)	3.75	kcal per mole

Here are the Löwdin charges for atoms 1 to 2, given in e: number 1, C, carries -0.003; number 2, C, carries -0.429

=====

C38H29ClGeN4O8SSn | ωB97M-V/def2-TZVPD

Element x y z (Å)
Sn: 1.231 0.627 0.803
O: 8.509 1.080 0.251
C: 7.980 0.866 1.331
O: 8.381 0.745 2.479
C: 6.388 0.682 1.215
C: 5.776 0.655 -0.024
C: 4.401 0.443 -0.094
N: 3.664 0.329 1.018
C: 4.243 0.393 2.222
C: 5.623 0.527 2.355
C: 3.356 0.341 3.398
C: 3.824 0.570 4.693
C: 2.926 0.601 5.745
C: 1.580 0.389 5.486
C: 1.202 0.125 4.182
N: 2.063 0.094 3.173
C: 3.692 0.334 -1.384
C: 4.371 0.296 -2.601
C: 3.649 0.202 -3.778
C: 2.265 0.126 -3.716
C: 1.665 0.149 -2.469
N: 2.359 0.256 -1.345
H: 6.410 0.817 -0.881
H: 6.141 0.527 3.300
H: 4.870 0.745 4.876
H: 3.272 0.793 6.750
H: 0.846 0.432 6.273
H: 0.167 -0.072 3.921
H: 5.448 0.333 -2.623
H: 4.162 0.185 -4.728
H: 1.667 0.037 -4.609
H: 0.593 0.058 -2.348
O: 2.067 2.891 0.124
Cl: 2.182 3.452 1.450
O: 1.932 4.821 1.405
O: 3.444 3.130 1.969
O: 1.180 2.792 2.247
O: -0.273 -1.381 -0.090
C: -0.375 -2.415 0.546
O: 0.623 -3.103 1.006
C: -1.704 -3.032 0.862
C: -2.740 -1.951 1.112
Ge: -3.189 -0.779 -0.474
C: -2.166 0.915 -0.514
C: -2.048 1.690 0.637
C: -1.451 2.942 0.589
C: -0.925 3.413 -0.604
C: -1.017 2.639 -1.751
C: -1.650 1.405 -1.705
C: -5.087 -0.281 -0.145
C: -5.484 1.050 -0.142
C: -6.799 1.401 0.112
C: -7.743 0.421 0.360
C: -7.366 -0.912 0.337
C: -6.050 -1.256 0.088
C: -3.104 -1.709 -2.225
C: -4.278 -1.889 -2.947
C: -4.259 -2.476 -4.199
C: -3.057 -2.890 -4.749
C: -1.879 -2.712 -4.042
C: -1.905 -2.127 -2.788
H: -1.591 -3.714 1.708
H: -1.979 -3.626 -0.015
H: -2.406 -1.302 1.924
H: -3.666 -2.425 1.434
H: -2.491 1.331 1.560
H: -1.403 3.561 1.473
H: -0.456 4.385 -0.639
H: -0.629 3.013 -2.688
H: -1.778 0.824 -2.609
H: -4.750 1.818 -0.342
H: -7.088 2.441 0.123
H: -8.766 0.694 0.572
H: -8.102 -1.681 0.518
H: -5.767 -2.302 0.067
H: -5.213 -1.557 -2.519
H: -5.183 -2.610 -4.742
H: -3.040 -3.351 -5.724
H: -0.937 -3.034 -4.463
H: -0.980 -1.988 -2.247
S: 2.328 -2.660 0.575
C: 2.181 -2.759 -1.077
N: 2.113 -2.790 -2.226

Computed properties:
HOMO-LUMO gap	0.19875	Ha
charge	0

Here are the Löwdin charges for atoms 1 to 2, given in e: number 1, Sn, carries 1.480; number 2, O, carries -0.007

=====

CH4NP | ωB97M-V/def2-TZVPD

Element x y z (Å)
H: 0.526 0.443 -2.100
N: -0.073 0.076 -1.435
C: 0.163 0.524 -0.265
P: -0.460 -0.173 1.374
H: 0.925 1.439 -0.015
H: 0.334 -1.252 1.459
H: -1.414 -1.056 0.982

Computed properties:
HOMO-LUMO gap	0.38098	Ha
SMILES	[H]/N=C/P
charge	0
relative energy (zero: lowest compared OMol25 entry of this formula, charge and spin)	17.29	kcal per mole

Here are the Löwdin charges for atoms 1 to 2, given in e: number 1, H, carries -0.001; number 2, N, carries 0.019

=====

C29H42AgB2HgO37 | ωB97M-V/def2-TZVPD

Element x y z (Å)
Ag: -4.379 0.347 1.896
Hg: 5.651 0.586 1.345
O: -2.784 1.349 3.306
C: -1.648 1.443 3.757
O: -0.598 2.085 3.245
B: 0.655 1.735 3.959
O: 0.178 0.786 5.033
C: -1.098 0.585 4.964
O: -1.745 -0.188 5.680
O: 1.440 2.884 4.557
C: 2.709 2.786 4.185
O: 3.699 3.445 4.570
C: 2.800 1.606 3.198
O: 1.533 1.092 3.054
O: 3.884 1.334 2.640
O: 3.812 0.142 -0.076
C: 2.651 -0.266 -0.401
O: 1.541 -0.023 0.268
B: 0.388 -0.578 -0.480
O: 1.006 -1.292 -1.628
C: 2.299 -1.142 -1.593
O: 3.129 -1.680 -2.368
O: -0.505 0.512 -0.980
C: -1.569 0.536 -0.154
O: -2.507 1.363 -0.142
C: -1.588 -0.739 0.625
O: -0.545 -1.377 0.360
O: -2.501 -1.189 1.279
C: -5.805 -3.227 -0.821
O: -5.425 -2.152 -1.650
C: -5.431 -0.885 -1.227
O: -5.495 -0.523 -0.009
O: -5.268 -0.196 -2.340
C: -5.240 1.244 -2.270
H: -6.265 -4.036 -1.388
H: -6.527 -2.986 -0.040
H: -4.860 -3.633 -0.460
H: -6.214 1.615 -1.954
H: -5.167 1.635 -3.285
H: -4.450 1.621 -1.620
C: 6.649 -4.576 -0.207
O: 6.561 -3.183 0.227
C: 6.346 -2.190 -0.634
O: 6.165 -1.063 -0.124
O: 6.218 -2.545 -1.898
C: 6.273 -1.441 -2.887
H: 7.613 -4.737 -0.689
H: 5.825 -4.773 -0.892
H: 6.584 -5.333 0.575
H: 7.155 -0.803 -2.835
H: 5.519 -0.706 -2.607
H: 6.208 -1.722 -3.938
C: 3.163 -4.771 -1.890
O: 3.250 -4.232 -0.536
C: 2.160 -4.458 0.249
O: 1.365 -5.382 0.185
O: 2.146 -3.498 1.209
C: 1.054 -3.467 2.150
H: 3.128 -5.849 -2.047
H: 4.040 -4.438 -2.445
H: 2.332 -4.308 -2.423
H: 1.312 -4.095 3.003
H: 0.098 -3.752 1.713
H: 0.843 -2.480 2.560
C: 2.441 0.650 -4.549
O: 1.745 1.350 -5.552
C: 1.429 2.638 -5.373
O: 1.860 3.306 -4.433
O: 0.677 3.137 -6.401
C: 0.548 4.563 -6.511
H: 1.720 -0.023 -4.085
H: 2.963 1.264 -3.814
H: 3.218 0.060 -5.033
H: -0.247 4.735 -7.238
H: 1.421 5.060 -6.934
H: 0.368 5.154 -5.613
C: -3.703 4.439 -0.318
O: -4.560 4.717 0.823
C: -5.184 3.647 1.396
O: -5.158 2.473 1.060
O: -5.991 4.002 2.393
C: -6.172 5.309 2.956
H: -4.112 3.738 -1.045
H: -2.821 3.953 0.099
H: -3.568 5.388 -0.837
H: -7.081 5.230 3.552
H: -6.398 6.129 2.274
H: -5.345 5.590 3.608
C: -7.926 -4.527 2.908
O: -6.699 -4.202 2.326
C: -5.603 -4.061 3.088
O: -5.536 -4.303 4.252
O: -4.601 -3.918 2.212
C: -3.301 -4.078 2.788
H: -8.763 -4.352 2.232
H: -8.049 -3.758 3.670
H: -8.144 -5.471 3.408
H: -3.217 -5.046 3.283
H: -3.092 -3.342 3.564
H: -2.452 -4.017 2.108
C: 4.143 5.000 1.493
O: 4.514 4.788 0.104
C: 4.832 3.518 -0.386
O: 5.068 2.564 0.287
O: 4.851 3.525 -1.675
C: 5.400 2.471 -2.402
H: 4.934 4.708 2.183
H: 3.177 4.528 1.672
H: 4.099 6.082 1.614
H: 5.183 1.472 -2.024
H: 6.439 2.732 -2.607
H: 4.924 2.357 -3.376

Computed properties:
2S+1	2
HOMO-LUMO gap (alpha / beta)	0.26828 / 0.32708	Ha
charge	0
relative energy (zero: lowest compared OMol25 entry of this formula, charge and spin)	0.00	kcal per mole

Here are the Löwdin charges for atoms 1 to 2, given in e: number 1, Ag, carries 0.809; number 2, Hg, carries 1.066

=====

C2HN3O3 | ωB97M-V/def2-TZVPD

Element x y z (Å)
C: 1.513 -0.735 -0.822
C: -1.164 1.054 0.926
H: 1.131 -1.430 -1.906
N: 0.293 -0.579 0.217
N: -1.046 -0.894 -0.281
N: -1.813 -0.058 0.167
O: 2.548 -0.094 -0.578
O: -1.651 1.835 1.627
O: 0.190 0.901 0.650

Computed properties:
HOMO-LUMO gap	0.37816	Ha
charge	0
relative energy (zero: lowest compared OMol25 entry of this formula, charge and spin)	144.46	kcal per mole

Here are the Löwdin charges for atoms 1 to 2, given in e: number 1, C, carries -0.150; number 2, C, carries -0.493

=====

C9H16N3O | ωB97M-V/def2-TZVPD

Element x y z (Å)
C: -1.942 -0.687 0.330
C: -0.811 -0.155 -0.491
C: -0.156 -1.293 -1.226
C: -1.204 0.748 -1.642
C: 0.112 0.514 0.578
N: 1.509 0.681 0.208
C: 2.006 1.882 -0.370
O: 3.206 1.966 -0.581
N: 2.251 -0.368 0.530
C: 3.280 -0.846 0.216
N: 4.261 -1.610 -0.022
C: 0.019 0.435 2.105
C: -0.383 1.705 1.372
H: -2.672 -1.221 -0.390
H: -2.705 0.150 0.709
H: -1.654 -1.351 1.114
H: 0.121 -2.019 -0.407
H: -0.702 -1.959 -1.851
H: 0.582 -0.890 -1.862
H: -2.053 0.373 -2.095
H: -0.492 0.950 -2.384
H: -1.530 1.629 -1.142
H: 1.207 2.478 -0.808
H: 5.033 -1.654 0.555
H: 4.170 -2.186 -0.816
H: 0.890 0.242 2.644
H: -0.855 -0.005 2.559
H: -1.382 1.869 1.462
H: 0.294 2.514 1.276

Computed properties:
HOMO-LUMO gap	0.36724	Ha
SMILES	CC(C)(C)C1(N(C=O)N=C=[NH2+])CC1
charge	+1
relative energy (zero: lowest compared OMol25 entry of this formula, charge and spin)	133.24	kcal per mole

Here are the Löwdin charges for atoms 1 to 2, given in e: number 1, C, carries -0.058; number 2, C, carries -0.551

=====

no.,E_tot (hartree)
1,-4064.43745
2,-366.77129
3,-301.95745
4,-5435.76594
5,-436.53642
6,-4264.54399
7,-466.63763
8,-591.64327